(1)
The following is a DFT calculation (the ωB97M-V functional and the def2-TZVPD basis) of C15H35AsCuF6N6O8 as an isolated structure.

```
72
Properties=species:S:1:pos:R:3:mulliken_charge:R:1
Cu 0.3281 0.0867 -0.4863 0.460
As 1.1756 3.7355 -1.5989 1.976
F 1.2315 4.1737 0.0998 -0.442
F 0.5420 2.1316 -1.1924 -0.549
F 1.1711 3.3413 -3.3023 -0.464
F 1.7977 5.3196 -1.9972 -0.511
F 2.8238 3.1381 -1.4513 -0.462
F -0.4563 4.3415 -1.7411 -0.488
N 2.3880 -1.5057 -2.8593 0.727
O 1.5116 -0.7723 -2.3115 -0.307
O 2.6903 -2.6173 -2.3686 -0.630
O 2.9384 -1.1327 -3.9179 -0.671
C 3.2786 -2.8446 1.0300 -1.709
C 3.0804 -1.4350 0.5379 0.706
O 1.9590 -0.9308 0.4941 0.149
N 4.1835 -0.7281 0.3161 -0.033
C 4.1791 0.6521 -0.1248 -0.879
H 3.8210 -2.9585 1.9708 0.392
H 3.9188 -3.3338 0.2895 0.469
H 2.3628 -3.4129 1.1660 0.222
H 5.0349 -1.2407 0.1540 0.247
H 3.3998 1.2908 0.2908 0.082
H 4.0030 0.7522 -1.2009 0.334
H 5.0978 1.2223 0.0102 0.414
C -1.1484 0.9915 -4.3233 -1.218
C -1.6289 0.0637 -3.2414 0.535
O -1.2059 0.1308 -2.0945 -0.170
N -2.5652 -0.8202 -3.6212 -0.321
C -3.4528 -1.4012 -2.5716 -0.597
H -0.0609 1.0722 -4.2674 0.213
H -1.6565 1.9451 -4.1961 0.310
H -1.2509 0.5725 -5.3265 0.479
H -2.9747 -0.6208 -4.5186 0.287
H -2.7917 -2.0232 -1.9758 -0.012
H -4.1685 -2.0486 -3.0726 0.389
H -3.9285 -0.5585 -2.0785 0.282
C 1.0046 2.7408 3.6018 -1.488
C 0.8922 1.3944 2.9153 0.377
O 0.8165 1.2435 1.7127 -0.002
N 0.8592 0.3266 3.7596 -0.044
C 0.5522 -1.0426 3.4929 -1.078
H 0.3596 2.8174 4.4782 0.448
H 0.6919 3.5069 2.8935 0.254
H 2.0252 2.9671 3.9093 0.372
H 0.9005 0.4615 4.7563 0.288
H -0.1195 -1.3496 2.6850 0.079
H -0.0497 -1.5026 4.2884 0.453
H 1.3982 -1.7270 3.3856 0.311
C -2.4107 -2.8302 1.0137 -1.239
C -1.2396 -2.7554 0.0498 0.314
O -0.6405 -1.6901 -0.0801 0.600
N -1.0470 -3.7894 -0.7423 -0.114
C -0.0485 -3.7839 -1.8296 -0.779
H -3.1757 -2.0629 0.9211 0.238
H -2.0753 -2.7618 2.0516 0.290
H -2.8862 -3.8103 0.9323 0.424
H -1.5238 -4.6605 -0.5981 0.249
H -0.3758 -4.5514 -2.5283 0.391
H 0.9218 -4.0256 -1.3992 0.359
H 0.0721 -2.8467 -2.3677 0.035
C -2.4685 3.4060 0.4828 -0.853
C -2.3996 2.0680 1.1457 0.547
O -1.6425 1.2053 0.7009 -0.355
N -2.9566 1.9098 2.3610 -0.219
C -2.6767 0.7707 3.2434 -0.686
H -3.1276 3.5555 -0.3677 0.295
H -1.4739 3.6648 0.1128 -0.013
H -2.5321 4.2410 1.1902 0.368
H -3.4519 2.6732 2.7882 0.266
H -3.5707 0.5158 3.8111 0.363
H -1.9923 1.2279 3.9645 0.279
H -2.2370 -0.0832 2.7465 0.061
```

As for the spin multiplicity: 2. The LUMO energy (spin up / spin down) is 0.0 / -2.4 eV. The HOMO-LUMO gap (spin up / spin down) is 8.18 / 5.81 eV. As for the highest occupied orbital energy (spin up / spin down): -8.181 / -8.178 eV. As for the total charge: 0. As for the expectation value of S²: 0.751.



(2)
The following is a DFT calculation (the ωB97M-V functional and the def2-TZVPD basis) of C15H35KN3OSiTa as an isolated structure.

```
57
Properties=species:S:1:pos:R:3:nbo_charge:R:1
N 1.7417 0.1843 0.1004 -0.934
C 2.9273 0.3116 0.4327 0.919
O 4.0434 0.0128 0.7271 -0.453
K 2.7286 -2.6096 0.0143 0.984
Ta -0.1636 -0.3504 -0.0530 2.315
N -0.4251 -1.2383 -1.7779 -0.772
N -0.9559 1.4160 0.0441 -0.752
C 0.0359 -1.2378 -3.2004 0.114
C -0.4288 2.7800 -0.2422 0.116
C -0.2704 -2.5784 -3.8903 -0.628
C -0.6826 -0.1178 -3.9591 -0.626
C 1.5369 -1.0056 -3.2216 -0.606
C 0.3804 3.2016 0.9753 -0.613
C -1.5525 3.7811 -0.5026 -0.632
C 0.4676 2.7172 -1.4662 -0.619
H 0.1598 -3.4206 -3.3294 0.209
H 0.1729 -2.5960 -4.8971 0.251
H -1.3499 -2.7539 -4.0226 0.229
H -1.7800 -0.2298 -3.9167 0.219
H -0.3793 -0.1171 -5.0177 0.247
H -0.4258 0.8644 -3.5444 0.212
H 1.8278 -0.0879 -2.6856 0.213
H 1.8751 -0.8993 -4.2662 0.260
H 2.0786 -1.8696 -2.7896 0.175
H -0.2352 3.1498 1.8860 0.220
H 0.7393 4.2316 0.8491 0.247
H 1.2533 2.5510 1.1141 0.195
H -2.1757 3.9553 0.3839 0.225
H -2.1852 3.4617 -1.3389 0.223
H -1.1183 4.7509 -0.7740 0.250
H 0.9342 3.7052 -1.6271 0.253
H -0.1260 2.4783 -2.3655 0.221
H 1.2825 1.9828 -1.3565 0.200
C -1.8174 -1.7683 -1.5589 -0.433
H -2.1468 -1.6226 -0.5118 0.205
H -2.5298 -1.2858 -2.2380 0.240
H -1.8470 -2.8472 -1.7557 0.251
C -2.2824 1.3226 0.7190 -0.431
H -2.5364 0.2824 0.9683 0.208
H -2.2678 1.9269 1.6300 0.238
H -3.0645 1.6916 0.0431 0.242
C 2.3411 -1.7099 3.3719 -1.143
Si 0.5140 -1.3368 3.2914 1.646
C -0.2635 -2.4310 4.6172 -1.107
C 0.2101 0.4414 3.7630 -1.133
C -0.2608 -1.6874 1.6052 -1.461
H 2.7026 -1.5442 4.3958 0.291
H 2.9615 -1.0636 2.7320 0.218
H 2.5414 -2.7712 3.1645 0.228
H 0.1603 -2.2323 5.6107 0.266
H -1.3449 -2.2714 4.6811 0.249
H -0.0885 -3.4907 4.3966 0.244
H 0.6841 1.1352 3.0609 0.228
H -0.8636 0.6649 3.8000 0.247
H 0.6241 0.6598 4.7606 0.277
H -0.0201 -2.7300 1.3428 0.267
H -1.3363 -1.7558 1.8281 0.301
```

The LUMO energy is -7.6 eV. The HOMO-LUMO gap is 7.72 eV. As for the highest occupied orbital energy: -15.326 eV. As for the total charge: +2.



(3)
The following is a DFT calculation (the ωB97M-V functional and the def2-TZVPD basis) of C15H35N4O6PRu as an isolated structure.

```
62
Properties=species:S:1:pos:R:3:nbo_charge:R:1
O -0.8281 -0.6094 -3.9910 -0.942
H -0.5173 -0.9192 -4.9029 0.473
Ru 0.0431 0.2223 -0.7031 0.901
N 1.2213 -1.3683 -1.4923 -0.011
N -1.0285 -1.5518 -0.3457 -0.097
N 0.2889 2.2553 -0.7137 -0.141
N -1.7090 1.1303 0.1312 -0.121
O 2.4816 -1.3163 -1.5732 -0.324
O 1.3341 2.9787 -1.2845 -0.531
O -2.8965 0.5555 0.4310 -0.529
O -2.1439 -1.7411 0.3220 -0.438
C -0.6325 -2.6927 -0.9988 0.187
C 0.5635 -2.5631 -1.7206 0.215
C -0.5608 3.0949 -0.1278 0.242
C -1.6483 2.4310 0.4644 0.171
C 1.0779 -3.4891 -2.7497 -0.680
H 0.6731 -3.1364 -3.7090 0.264
H 0.7381 -4.5069 -2.5552 0.239
H 2.1710 -3.4281 -2.7665 0.262
C -1.5525 -3.8870 -1.0224 -0.673
H -2.4922 -3.6533 -1.5875 0.267
H -1.8532 -4.2002 0.0130 0.262
H -1.0189 -4.7172 -1.5432 0.230
C -0.3754 4.5818 -0.0707 -0.685
C -2.7200 3.0613 1.2590 -0.689
H 0.1925 4.9389 -0.9504 0.270
H 0.1933 4.8128 0.8602 0.258
H -1.3412 5.1447 -0.0155 0.251
H -3.4612 2.3206 1.6025 0.277
H -3.2192 3.8352 0.6592 0.253
H -2.2904 3.5772 2.1313 0.241
H 1.8959 2.2656 -1.6461 0.509
H -2.6553 -0.4983 0.3792 0.481
C -2.6918 -0.1567 -3.5738 -0.583
H -3.1519 -1.0841 -3.9438 0.186
H -2.3052 0.7088 -4.1367 0.178
H -3.1961 0.2321 -2.6574 0.157
O 0.6834 0.7607 -2.5540 -0.997
H -0.0283 0.0000 -3.7763 0.509
H 0.2827 1.6151 -2.8363 0.469
C -0.9697 -0.1537 3.1675 -0.628
C 0.1757 0.7190 2.6725 -0.722
P 1.0180 0.0217 1.1572 1.248
C 2.6311 0.9068 0.9892 -0.739
C 3.5444 0.9023 2.2093 -0.611
C 1.4572 -1.7162 1.6483 -0.745
C 1.9477 -1.9493 3.0769 -0.616
H -1.8346 -0.0373 2.5031 0.228
H -1.2854 0.1753 4.1661 0.237
H -0.7009 -1.2139 3.2329 0.216
H -0.2219 1.6872 2.3359 0.232
H 0.8738 0.9741 3.4863 0.250
H 3.1257 0.4494 0.1172 0.267
H 2.3813 1.9348 0.6923 0.241
H 4.0811 -0.0478 2.3099 0.220
H 4.3027 1.6914 2.1108 0.239
H 2.9905 1.1001 3.1339 0.210
H 0.5429 -2.2980 1.4499 0.241
H 2.1940 -2.0782 0.9144 0.254
H 1.2748 -1.4961 3.8124 0.213
H 1.9920 -3.0280 3.2875 0.238
H 2.9568 -1.5470 3.2219 0.219
```

As for the spin multiplicity: 6. The LUMO energy (spin up / spin down) is -4.2 / -5.4 eV. The HOMO-LUMO gap (spin up / spin down) is 4.66 / 6.77 eV. As for the highest occupied orbital energy (spin up / spin down): -8.815 / -12.198 eV. As for the total charge: +1. As for the expectation value of S²: 8.875.



Relative energy (zero: lowest compared OMol25 entry of this formula, charge and spin) for the records above, in order: 17.7; 0.0; 46.1 kcal per mole